i) 11
Properties=species:S:1:pos:R:3:mulliken_charge:R:1 method="wB97M-V/def2-TZVPD" orbital_gap_ev=8.286 e_homo_ha=-0.138 mol_weight_da=76.07 e_lumo_ev=4.53 charge=-1 multiplicity=1
C 0.5840 -0.8929 1.4437 -0.14
N -0.1083 0.2336 1.4908 -0.56
O 1.0627 -1.4252 0.4355 -0.67
H 0.6938 -1.4204 2.4301 0.30
H -0.1806 0.5901 2.4335 0.12
H -0.5663 0.8344 0.0026 0.50
C -0.3910 0.4614 -1.9247 -0.57
O -0.9452 1.1816 -0.8631 -0.62
H -0.8311 0.8373 -2.8599 0.23
H 0.6980 0.5914 -2.0027 0.21
H -0.5747 -0.6166 -1.8297 0.22

=====

ii) 11
Properties=species:S:1:pos:R:3:mulliken_charge:R:1 method="wB97M-V/def2-TZVPD" orbital_gap_ev=7.471 e_homo_ha=-0.110 mol_weight_da=76.07 e_lumo_ev=4.48 charge=-1 multiplicity=1
C -0.9563 -0.3600 0.1599 -0.58
C 1.2125 0.6737 -0.1579 0.01
N 0.3603 -0.2425 0.6444 -0.17
O 1.1758 -1.8492 0.2679 -0.61
O 2.5207 0.3460 -0.2098 -0.88
H -1.0724 -1.3125 -0.4075 0.21
H -1.6363 -0.3582 1.0376 0.22
H -1.0978 0.5334 -0.6363 0.25
H 0.5856 0.9294 -1.1305 0.06
H 1.1236 1.6503 0.3744 0.18
H 1.9666 -1.3073 0.0492 0.31

=====

Verdict on stability: i) comes out on top.

=====

i) 22
Properties=species:S:1:pos:R:3:mulliken_charge:R:1 method="wB97M-V/def2-TZVPD" orbital_gap_ev=8.573 e_homo_ha=-0.288 mol_weight_da=183.25 e_lumo_ev=0.73 smiles="C/C(F)=C/Nc1ccccc1S" charge=0 multiplicity=1
C 1.8937 2.2023 0.2479 -0.66
C 3.1383 1.9012 -0.2504 -0.50
C 0.8675 1.2750 0.3390 -0.42
C 3.3547 0.5533 -0.4076 -0.32
C 1.1856 -0.0905 0.3586 0.64
C 2.4139 -0.4149 -0.1623 -0.01
C -1.1090 -0.9114 0.8216 -0.92
C -1.7954 -0.4391 -0.1908 0.79
C -3.2787 -0.5880 -0.3537 -1.13
N 0.3202 -0.9958 0.9063 -0.27
F -1.2540 0.1210 -1.2913 -0.24
S 2.6913 -2.2432 -0.2094 -0.33
H 1.6060 3.2003 0.1865 0.39
H 3.8962 2.6669 -0.2256 0.38
H -0.0282 1.5583 0.8327 0.41
H 4.2189 0.2831 -0.9191 0.43
H -1.5663 -1.3690 1.6388 0.44
H 3.6371 -2.4017 0.6543 0.14
H -3.5613 -1.5503 -1.0285 0.21
H -3.4447 0.3495 -0.9694 0.30
H -3.9678 -0.7509 0.4723 0.37
H 0.5467 -1.9892 0.8546 0.29

=====

ii) 22
Properties=species:S:1:pos:R:3:mulliken_charge:R:1 method="wB97M-V/def2-TZVPD" orbital_gap_ev=9.172 e_homo_ha=-0.308 mol_weight_da=183.25 e_lumo_ev=0.80 smiles=Fc1ccc([C@@]23CNC[C@@H]2C3)s1 charge=0 multiplicity=1
C -1.0178 -2.6911 1.9431 0.28
C -1.8212 -2.6411 0.8024 -0.39
C -1.5040 -1.4168 0.1096 -0.70
C -0.4944 -0.6918 0.6950 -0.42
C 0.2001 0.4578 0.1649 1.46
C 0.1598 1.7399 0.8889 -1.00
C -0.3048 1.6403 -0.5169 -0.14
C 0.7080 1.8896 -1.6988 -0.70
C 1.6642 0.1677 -0.4159 -1.07
H -2.4906 -3.4893 0.4208 0.31
H -2.0426 -0.9641 -0.6986 0.43
H -0.5554 1.8970 1.6460 0.36
H 1.1926 2.1557 1.1502 0.21
H -1.3278 1.7001 -0.7491 0.43
H 1.5113 2.6770 -1.4936 0.26
H 0.2582 2.1540 -2.7000 0.34
H 1.0214 -0.0663 -2.3862 0.32
H 1.8530 -0.8450 -0.3993 0.55
H 2.4626 0.6565 0.0677 0.34
N 1.5741 0.6648 -1.8121 -0.50
F -1.1058 -3.6147 2.8776 -0.26
S 0.0592 -1.3803 2.1042 -0.12

=====

Verdict on stability: i) comes out on top.

=====

i) 11
Properties=species:S:1:pos:R:3:mulliken_charge:R:1 method="wB97M-V/def2-TZVPD" orbital_gap_ev=10.199 e_homo_ha=-0.353 mol_weight_da=116.14 e_lumo_ev=0.60 smiles=Cc1nonc1S charge=0 multiplicity=1
C -1.4790 -0.6136 -0.4105 -1.15
C -0.0529 -0.5580 -0.0644 0.65
C 0.7630 0.5940 0.2466 0.47
H -1.7352 -1.6518 -0.6336 0.33
H -2.0972 -0.1838 0.4052 0.31
H -1.6817 -0.0367 -1.3637 0.30
H 1.4310 2.7755 0.6249 0.17
N 0.7154 -1.5963 0.0234 -0.40
N 1.9687 0.1833 0.5260 -0.38
O 1.9440 -1.1699 0.3729 -0.03
S 0.2238 2.2572 0.2733 -0.27

=====

ii) 11
Properties=species:S:1:pos:R:3:mulliken_charge:R:1 method="wB97M-V/def2-TZVPD" orbital_gap_ev=9.101 e_homo_ha=-0.319 mol_weight_da=116.14 e_lumo_ev=0.41 smiles="S=C1NCC=NO1" charge=0 multiplicity=1
C 0.3883 -0.7806 1.2023 0.25
C -0.0645 0.1061 -1.0349 -0.35
C -0.7368 1.2216 -0.2968 -0.02
H 1.4214 -1.3213 -0.4185 0.24
H 0.6176 0.4546 -1.8394 0.31
H -0.8042 -0.5547 -1.5656 0.25
H -1.0776 2.0982 -0.8300 0.37
N 0.7358 -0.6355 -0.0858 -0.18
N -0.9559 1.2140 0.9560 -0.34
O -0.5624 0.0803 1.6772 -0.17
S 1.0383 -1.8827 2.2355 -0.36

=====

Verdict on stability: ii) comes out on top.

=====

i) 11
Properties=species:S:1:pos:R:3:mulliken_charge:R:1 method="wB97M-V/def2-TZVPD" orbital_gap_ev=9.252 e_homo_ha=-0.323 mol_weight_da=116.14 e_lumo_ev=0.48 smiles="C#C/C(=N/S)NO" charge=0 multiplicity=1
C 0.3168 -0.2196 -0.0909 0.31
C 1.6101 -0.8262 0.0070 -0.33
C 2.6572 -1.4550 -0.0141 0.14
H 1.8622 2.1130 -0.4433 0.37
H -0.6280 1.5195 -0.0455 0.25
H -2.8470 -1.0388 0.7945 0.17
H 3.6978 -1.7916 0.0603 0.40
N 0.2802 1.1689 -0.3424 -0.23
N -0.7428 -0.9681 0.0634 -0.46
O 1.2688 1.9067 0.3214 -0.41
S -2.2813 -0.1535 -0.0248 -0.21

=====

ii) 11
Properties=species:S:1:pos:R:3:mulliken_charge:R:1 method="wB97M-V/def2-TZVPD" orbital_gap_ev="7.950 / 7.951" e_homo_ha="-0.318 / -0.318" mol_weight_da=116.14 e_lumo_ev="-0.70 / -0.70" charge=0 multiplicity=1
C 0.7321 1.7072 0.2175 -0.13
C -0.0387 0.6206 0.7883 0.65
C 0.1277 -0.7469 -1.2823 -0.70
N 1.2232 2.6742 -0.2030 -0.34
N -0.2769 -0.5306 0.0868 -0.23
O -1.0717 -0.6165 2.7282 -0.54
S -0.3673 0.6346 2.4309 0.31
H 0.8203 0.1523 -1.6119 0.26
H 0.6509 -1.8241 -1.5249 0.23
H -0.7974 -0.9486 -1.9381 0.25
H -1.0022 -1.1223 0.3084 0.25

=====

iii) 11
Properties=species:S:1:pos:R:3:mulliken_charge:R:1 method="wB97M-V/def2-TZVPD" orbital_gap_ev=8.378 e_homo_ha=-0.309 mol_weight_da=116.14 e_lumo_ev=-0.03 charge=0 multiplicity=1
C 0.1585 -0.0515 1.4710 -0.25
C -1.1449 -0.1570 1.7043 -0.11
C -0.6318 -0.4897 -0.4421 0.51
H 0.9553 0.8759 -1.7651 0.20
H 0.9867 -0.1917 2.3315 0.22
H -1.7240 0.0546 2.6057 0.36
H -2.2174 -0.5514 -1.7731 0.29
N 0.5783 -0.2182 0.1822 -0.03
N -0.8798 -0.7783 -1.6981 -0.73
O -1.7192 -0.4451 0.4768 -0.34
S 1.7232 0.9086 -0.6876 -0.11

=====

iv) 11
Properties=species:S:1:pos:R:3:mulliken_charge:R:1 method="wB97M-V/def2-TZVPD" orbital_gap_ev=9.653 e_homo_ha=-0.332 mol_weight_da=116.14 e_lumo_ev=0.62 smiles="O=c1cc[nH]n1S" charge=0 multiplicity=1
C -1.2260 -0.1199 -0.7132 -0.22
C -0.6414 -1.2699 -0.3468 -0.56
C 0.6537 -0.9367 0.1926 0.53
H 1.2044 1.4901 2.0842 0.14
H -0.4197 1.7119 -1.0200 0.25
H -2.1699 0.1253 -1.2193 0.38
H -1.0211 -2.2687 -0.3436 0.39
N 0.7485 0.4687 0.1085 0.08
N -0.5014 1.0022 -0.3293 -0.25
O 1.5108 -1.6404 0.6868 -0.63
S 1.8621 1.4375 0.9002 -0.12

=====

Verdict on stability: iv) comes out on top.

=====

i) 11
Properties=species:S:1:pos:R:3:mulliken_charge:R:1 method="wB97M-V/def2-TZVPD" orbital_gap_ev=8.373 e_homo_ha=-0.308 mol_weight_da=116.14 e_lumo_ev=-0.01 smiles="Cn1cnc(=S)o1" charge=0 multiplicity=1
C -1.5142 -0.7257 0.0696 -0.58
C 0.1186 1.1576 -0.0893 0.08
C 1.8974 0.1156 -0.0153 0.18
H -2.0832 0.2125 -0.1149 0.27
H -1.6892 -0.9895 1.1696 0.27
H -1.6960 -1.6012 -0.5645 0.24
H -0.6382 1.8827 -0.0004 0.38
N -0.2071 -0.1901 -0.2913 0.16
N 1.3800 1.3628 -0.0111 -0.40
O 0.9625 -0.8597 -0.1275 -0.22
S 3.4695 -0.3648 -0.0251 -0.36

=====

ii) 11
Properties=species:S:1:pos:R:3:mulliken_charge:R:1 method="wB97M-V/def2-TZVPD" orbital_gap_ev=9.160 e_homo_ha=-0.318 mol_weight_da=116.14 e_lumo_ev=0.50 smiles=Nc1cc(S)no1 charge=0 multiplicity=1
C 0.8209 -1.0462 -0.5761 0.52
C 0.2203 0.1806 -0.9346 -0.66
C -0.5165 0.4377 0.2639 0.59
H 1.6511 -2.4009 -2.2152 0.27
H 1.9389 -2.7698 -0.3096 0.27
H 0.6549 0.6222 -1.8394 0.31
H -0.8557 2.2019 1.8737 0.16
N 1.5617 -2.0504 -1.1215 -0.52
N -0.4146 -0.4284 1.2007 -0.45
O 0.4547 -1.3235 0.6510 -0.17
S -1.1378 2.0534 0.2631 -0.32

=====

iii) 11
Properties=species:S:1:pos:R:3:mulliken_charge:R:1 method="wB97M-V/def2-TZVPD" orbital_gap_ev=8.066 e_homo_ha=-0.284 mol_weight_da=116.14 e_lumo_ev=0.35 smiles=Oc1[nH]cnc1S charge=0 multiplicity=1
C 0.0724 0.5183 -0.0706 0.29
C -1.6504 -0.6912 -1.0283 -0.22
C 0.4548 -0.8461 -0.2590 0.33
H -0.5342 2.4369 0.3544 0.18
H -2.7824 -0.8667 -1.1560 0.32
H -0.3035 -2.5383 -1.0570 0.21
H 1.7579 -2.1550 -0.1726 0.28
N -1.2456 0.5146 -0.4867 -0.54
N -0.5100 -1.5634 -0.9327 -0.09
O 1.5950 -1.4169 0.3554 -0.45
S 0.5081 1.7446 1.0794 -0.30

=====

Verdict on stability: iii) comes out on top.

=====

i) 16
Properties=species:S:1:pos:R:3:mulliken_charge:R:1 method="wB97M-V/def2-TZVPD" orbital_gap_ev=8.142 e_homo_ha=-0.323 mol_weight_da=164.32 e_lumo_ev=-0.65 smiles="C[C@@]1(CC(=S)S)CS1" charge=0 multiplicity=1
C 0.4016 -0.9526 -1.3192 -1.20
C 0.6429 -0.0737 -0.0182 1.16
C 1.9441 -0.1373 0.7100 -1.04
C -0.6738 0.1345 0.8527 -1.11
C -1.9385 0.5400 0.1383 0.13
H 0.3561 -2.0964 -1.1491 0.29
H -0.6150 -0.7831 -1.7299 0.31
H 1.2098 -0.8329 -2.1093 0.36
H 2.5655 -1.0039 0.2076 0.27
H 2.0269 -0.1877 1.7895 0.35
H -0.8716 -0.8284 1.3922 0.42
H -0.4655 0.7815 1.8219 0.39
H -0.9359 2.4399 0.0787 0.14
S 1.7817 1.3486 -0.2995 -0.18
S -2.1718 2.2258 -0.3231 -0.12
S -3.2565 -0.5743 -0.0426 -0.18

=====

ii) 16
Properties=species:S:1:pos:R:3:mulliken_charge:R:1 method="wB97M-V/def2-TZVPD" orbital_gap_ev=8.841 e_homo_ha=-0.305 mol_weight_da=164.32 e_lumo_ev=0.55 charge=0 multiplicity=1
C 1.1169 1.0826 -1.0092 -0.74
C 2.2093 0.2739 -0.2362 -0.44
C 0.2569 -1.8685 -0.3982 -0.55
C -1.0309 -1.6336 -0.6631 -0.05
C -1.1558 0.7136 0.8788 -0.71
H 1.5198 1.7646 -1.6318 0.46
H 0.5832 0.2421 -1.4612 0.25
H 3.1364 -0.1135 -0.8492 0.33
H 2.6223 1.0521 0.5624 0.28
H 0.5801 -2.9563 -0.6286 0.30
H -1.5964 -2.4971 -1.0642 0.28
H -0.6045 0.3293 1.6442 0.55
H -1.8960 1.3332 1.3833 0.30
S 1.3444 -1.1079 0.7461 -0.13
S -2.0224 -0.2980 -0.1017 -0.08
S -0.1172 1.9957 0.0189 -0.05

=====

Verdict on stability: i) comes out on top.

=====

i) 25
Properties=species:S:1:pos:R:3:mulliken_charge:R:1 method="wB97M-V/def2-TZVPD" orbital_gap_ev=9.389 e_homo_ha=-0.472 mol_weight_da=117.22 e_lumo_ev=-3.45 charge=+1 multiplicity=1
N -1.4316 -0.3352 0.6470 -0.22
C -1.7678 -1.6671 -0.0134 -0.64
C -0.4971 -2.4746 -0.3433 -0.35
N -0.9199 -3.4669 -1.3447 -0.66
H -1.0939 -0.4815 1.6044 0.43
H -0.6955 0.1525 0.1729 -0.06
H -2.2050 0.3068 0.7591 0.42
H -2.3974 -2.2174 0.7039 0.36
H -2.4149 -1.4682 -0.8733 0.35
H 0.2693 -1.8083 -0.7789 0.30
H 0.0023 -2.9898 0.5049 0.37
H -1.0667 -3.0052 -2.2329 0.24
H -0.1162 -4.0752 -1.5664 0.28
C -0.3162 2.5313 0.6752 -1.22
C 1.0391 1.8725 0.8737 -0.40
C 1.7377 1.5408 -0.4270 0.06
C 3.0785 1.5466 -0.6200 -0.80
H -0.8803 2.0853 -0.1317 0.44
H -0.9460 2.5106 1.6608 0.25
H -0.1790 3.6022 0.4308 0.39
H 0.8894 0.9280 1.3832 0.24
H 1.6249 2.4516 1.5422 0.42
H 1.0879 1.3317 -1.2793 0.28
H 3.5206 1.1650 -1.5412 0.27
H 3.6779 1.9644 0.1942 0.25

=====

ii) 25
Properties=species:S:1:pos:R:3:mulliken_charge:R:1 method="wB97M-V/def2-TZVPD" orbital_gap_ev=10.083 e_homo_ha=-0.491 mol_weight_da=117.22 e_lumo_ev=-3.27 charge=+1 multiplicity=1
C -0.0177 -1.9743 -0.7882 -1.01
C -1.3874 -1.6465 -0.2599 0.94
C -1.5849 -1.1278 0.9511 -1.11
C -2.5553 -2.0590 -1.1254 -1.26
H 0.1743 -3.0396 -0.6613 0.39
H 0.7769 -1.4600 -0.2332 0.26
H 0.1232 -1.7209 -1.8387 0.33
H -2.5718 -1.0614 1.3948 0.28
H -0.8030 -0.7884 1.6302 0.36
H -3.4999 -1.8354 -0.6416 0.36
H -2.4959 -3.1319 -1.3259 0.33
H -2.4605 -1.5940 -2.1077 0.31
N -0.3045 1.4605 -0.3167 -0.09
C 1.1543 1.8290 -0.3128 -0.59
C 1.6841 1.7409 1.1194 -0.45
N 3.1230 1.9141 1.0871 -0.60
H -0.4691 0.5481 0.1594 -0.18
H -0.8323 2.1714 0.1908 0.39
H -0.6854 1.3860 -1.2597 0.40
H 1.6668 1.1336 -0.9755 0.36
H 1.3049 2.8285 -0.7152 0.36
H 1.2443 2.5311 1.7305 0.40
H 1.3635 0.7654 1.5229 0.34
H 3.4709 2.0505 2.0315 0.26
H 3.5813 1.0802 0.7440 0.23

=====

Verdict on stability: ii) comes out on top.